Model P:
Entry from the Open Molecules 2025 dataset: 2 unconnected molecules or ions with the total composition C8H14O2 (wB97M-V/def2-TZVPD).

```
! RIJCOSX wB97M-V def2-TZVPD def2/J DEFGRID3
* xyz 0 1
C -1.62 1.84 0.99
C -1.37 0.36 0.98
C -0.02 0.19 -0.82
C 1.40 -0.20 -0.98
C 2.02 -0.61 0.34
C -0.78 -1.75 2.09
C 2.23 0.36 -2.10
C -0.80 -0.31 2.03
O 0.26 -0.99 -1.40
O 3.34 -0.46 -2.60
H -2.70 2.09 0.96
H -1.25 2.33 1.86
H -1.89 -0.30 0.29
H -1.33 2.23 0.04
H 2.69 -1.55 0.30
H 1.14 -0.86 1.02
H 2.59 0.19 0.92
H 0.33 -1.99 2.06
H -1.16 -2.36 2.99
H -1.22 -2.34 1.24
H 2.68 1.27 -1.69
H 1.71 0.74 -3.00
H -0.36 0.13 2.92
H 2.94 -1.21 -3.16
*
```

Results
HOMO energy (eV): -8.15

List of natural (NBO) charges in e, atom by atom: atom 1 (C): -0.646, atom 2 (C): -0.166, atom 3 (C): 0.348, atom 4 (C): 0.002, atom 5 (C): -0.653, atom 6 (C): -0.656, atom 7 (C): -0.094, atom 8 (C): -0.228, atom 9 (O): -0.468, atom 10 (O): -0.720, atom 11 (H): 0.216, atom 12 (H): 0.214, atom 13 (H): 0.218, atom 14 (H): 0.229, atom 15 (H): 0.226, atom 16 (H): 0.233, atom 17 (H): 0.232, atom 18 (H): 0.207, atom 19 (H): 0.231, atom 20 (H): 0.219, atom 21 (H): 0.194, atom 22 (H): 0.191, atom 23 (H): 0.203, atom 24 (H): 0.469

***

Model Q:
Entry from the Open Molecules 2025 dataset: 3 unconnected molecules or ions with the total composition C8H14O2 (wB97M-V/def2-TZVPD).

```
! RIJCOSX wB97M-V def2-TZVPD def2/J DEFGRID3
* xyz 0 1
C 1.61 0.72 0.39
C 0.58 -1.46 1.25
C -0.66 -0.99 1.35
C 3.23 -0.60 -1.07
C -2.76 0.23 -1.52
C 2.91 -0.09 0.30
C -2.08 1.04 -0.46
C -2.70 1.59 0.57
O 1.03 1.13 -0.60
O 3.57 -0.29 1.29
H -1.03 1.28 -0.66
H 1.46 1.16 1.39
H 1.24 -1.47 2.10
H 0.86 -2.12 0.43
H -0.98 -0.45 2.23
H -1.43 -1.25 0.63
H 3.51 0.26 -1.70
H 2.34 -1.04 -1.52
H 4.05 -1.32 -1.03
H -2.85 0.81 -2.44
H -2.18 -0.66 -1.76
H -3.76 -0.08 -1.21
H -3.73 1.35 0.81
H -2.21 2.27 1.24
*
```

Results
HOMO energy (eV): -9.39
Structure (SMILES): CC(=O)C=O.C=CC.C=C

List of natural (NBO) charges in e, atom by atom: atom 1 (C): 0.342, atom 2 (C): -0.455, atom 3 (C): -0.312, atom 4 (C): -0.727, atom 5 (C): -0.651, atom 6 (C): 0.497, atom 7 (C): -0.175, atom 8 (C): -0.423, atom 9 (O): -0.530, atom 10 (O): -0.501, atom 11 (H): 0.230, atom 12 (H): 0.142, atom 13 (H): 0.217, atom 14 (H): 0.198, atom 15 (H): 0.199, atom 16 (H): 0.201, atom 17 (H): 0.251, atom 18 (H): 0.242, atom 19 (H): 0.237, atom 20 (H): 0.224, atom 21 (H): 0.207, atom 22 (H): 0.207, atom 23 (H): 0.184, atom 24 (H): 0.195

***

model Q is preferred energetically. Next in line: 0.1080 hartree higher.

***

Model P:
Entry from the Open Molecules 2025 dataset: a gas-phase ion, C3H10N3O (charge +1) (wB97M-V/def2-TZVPD).

```
! RIJCOSX wB97M-V def2-TZVPD def2/J DEFGRID3
* xyz 1 1
C 1.45 0.96 -0.62
C 1.05 -1.06 0.70
C -0.72 -0.20 -0.75
N -1.83 0.73 1.03
N 0.45 0.14 0.08
N -1.94 -0.03 0.05
O -2.97 -0.71 -0.38
H 1.02 1.91 -0.90
H 2.30 1.14 0.03
H 1.81 0.44 -1.51
H 0.28 -1.64 1.21
H 1.52 -1.68 -0.06
H 1.80 -0.76 1.42
H -0.79 0.46 -1.62
H -0.71 -1.24 -1.10
H -0.01 0.70 0.85
H -2.68 0.85 1.57
*
```

Results
HOMO energy (eV): -14.93
Structure (SMILES): [H]/N=[N+](\[O-])C[NH+](C)C

List of natural (NBO) charges in e, atom by atom: atom 1 (C): -0.423, atom 2 (C): -0.426, atom 3 (C): -0.100, atom 4 (N): -0.451, atom 5 (N): -0.388, atom 6 (N): 0.316, atom 7 (O): -0.398, atom 8 (H): 0.243, atom 9 (H): 0.246, atom 10 (H): 0.237, atom 11 (H): 0.243, atom 12 (H): 0.238, atom 13 (H): 0.245, atom 14 (H): 0.262, atom 15 (H): 0.269, atom 16 (H): 0.482, atom 17 (H): 0.405

***

Model Q:
Entry from the Open Molecules 2025 dataset: 2 unconnected molecules or ions with the total composition C3H10N3O (wB97M-V/def2-TZVPD).

```
! RIJCOSX wB97M-V def2-TZVPD def2/J DEFGRID3
* xyz 1 1
C 2.13 -0.79 0.42
C -2.38 -1.22 0.52
C 0.16 0.41 0.26
N -0.88 2.46 0.15
N -0.18 1.48 -0.36
N 1.00 -0.53 -0.47
O -1.30 -1.34 0.01
H 2.89 -1.56 -0.04
H 2.72 0.17 0.48
H 1.66 -1.08 1.44
H -1.27 2.41 1.11
H -3.37 -1.61 0.00
H -2.42 -0.79 1.58
H -0.16 0.13 1.23
H -1.16 3.15 -0.52
H 0.34 -1.38 -0.50
H 1.12 -0.24 -1.39
*
```

Results
HOMO energy (eV): -12.99

List of natural (NBO) charges in e, atom by atom: atom 1 (C): -0.443, atom 2 (C): 0.327, atom 3 (C): 0.097, atom 4 (N): -0.587, atom 5 (N): -0.194, atom 6 (N): -0.532, atom 7 (O): -0.591, atom 8 (H): 0.254, atom 9 (H): 0.244, atom 10 (H): 0.241, atom 11 (H): 0.373, atom 12 (H): 0.168, atom 13 (H): 0.131, atom 14 (H): 0.185, atom 15 (H): 0.408, atom 16 (H): 0.471, atom 17 (H): 0.447

***

model Q is preferred energetically. Next in line: 0.0034 hartree higher.

***

Model P:
Entry from the Open Molecules 2025 dataset: 2 unconnected molecules or ions with the total composition C4HF3 (wB97M-V/def2-TZVPD).

```
! RIJCOSX wB97M-V def2-TZVPD def2/J DEFGRID3
* xyz 0 1
C -2.41 -0.86 1.17
C -1.26 -0.45 0.73
C -0.08 0.11 0.53
C 0.63 0.17 -0.75
F 1.93 0.46 -0.70
F 0.50 -1.02 -1.33
F 0.11 1.03 -1.62
H 0.58 0.57 1.97
*
```

Results
HOMO energy (eV): -10.66

List of natural (NBO) charges in e, atom by atom: atom 1 (C): 0.238, atom 2 (C): -0.446, atom 3 (C): -0.032, atom 4 (C): 0.891, atom 5 (F): -0.306, atom 6 (F): -0.298, atom 7 (F): -0.298, atom 8 (H): 0.252

***

Model Q:
Entry from the Open Molecules 2025 dataset: C4HF3 in the gas phase (wB97M-V/def2-TZVPD).

```
! RIJCOSX wB97M-V def2-TZVPD def2/J DEFGRID3
* xyz 0 1
C -0.86 -2.65 0.11
C -0.60 -1.45 0.39
C -0.56 -0.14 0.36
C 0.59 0.69 -0.33
F 0.72 1.86 0.42
F 1.80 0.05 -0.29
F 0.20 1.08 -1.60
H -1.28 0.57 0.93
*
```

Results
HOMO energy (eV): -11.00

List of natural (NBO) charges in e, atom by atom: atom 1 (C): 0.219, atom 2 (C): -0.424, atom 3 (C): -0.057, atom 4 (C): 0.944, atom 5 (F): -0.326, atom 6 (F): -0.300, atom 7 (F): -0.311, atom 8 (H): 0.254

***

model Q is preferred energetically. Next in line: 0.0737 hartree higher.

***

Model P:
Entry from the Open Molecules 2025 dataset: C6H13P in the gas phase (wB97M-V/def2-TZVPD).

```
! RIJCOSX wB97M-V def2-TZVPD def2/J DEFGRID3
* xyz 0 1
C -0.68 -1.22 0.49
C -0.36 1.45 -0.51
C -0.31 -2.68 0.55
C 1.21 1.65 1.47
C -0.46 -0.79 -2.34
C 0.10 2.29 0.65
P 0.01 -0.19 -0.68
H -0.74 -0.75 1.48
H -0.49 1.99 -1.44
H 0.47 -2.89 1.29
H 0.02 -3.04 -0.42
H -1.20 -3.26 0.83
H 2.07 1.44 0.84
H 0.87 0.71 1.91
H 1.52 2.31 2.28
H -1.53 -0.62 -2.47
H -0.26 -1.86 -2.40
H 0.10 -0.27 -3.11
H 0.45 3.26 0.28
H -0.75 2.49 1.31
*
```

Results
HOMO energy (alpha / beta) (eV): -6.91 / -6.94
Structure (SMILES): C/C=P(\C)=C/CC

List of natural (NBO) charges in e, atom by atom: atom 1 (C): -0.679, atom 2 (C): -0.683, atom 3 (C): -0.638, atom 4 (C): -0.605, atom 5 (C): -0.935, atom 6 (C): -0.428, atom 7 (P): 1.168, atom 8 (H): 0.209, atom 9 (H): 0.222, atom 10 (H): 0.203, atom 11 (H): 0.198, atom 12 (H): 0.214, atom 13 (H): 0.206, atom 14 (H): 0.202, atom 15 (H): 0.209, atom 16 (H): 0.247, atom 17 (H): 0.241, atom 18 (H): 0.239, atom 19 (H): 0.204, atom 20 (H): 0.204

***

Model Q:
Entry from the Open Molecules 2025 dataset: 2 unconnected molecules or ions with the total composition C6H13P (wB97M-V/def2-TZVPD).

```
! RIJCOSX wB97M-V def2-TZVPD def2/J DEFGRID3
* xyz 0 1
C -3.54 -0.46 0.64
C -0.65 0.94 0.76
C 0.54 -1.33 0.86
C 1.69 0.68 -0.14
C -0.29 -0.37 -1.29
C 0.30 -0.01 0.03
P -4.37 0.75 0.18
H -2.79 -1.14 0.63
H -1.22 -0.80 -1.35
H -0.77 1.90 0.06
H -0.01 1.46 1.58
H -1.55 0.56 0.97
H 1.50 -1.73 0.70
H -0.25 -2.08 0.51
H 0.37 -1.06 1.96
H 2.15 0.85 0.80
H 2.37 0.00 -0.59
H 1.72 1.73 -0.65
H 0.38 -1.07 -1.72
H -0.41 0.56 -1.74
*
```

Results
HOMO energy (eV): -10.14
Structure (SMILES): CC(C)(C)C.C#P

List of natural (NBO) charges in e, atom by atom: atom 1 (C): -0.752, atom 2 (C): -0.593, atom 3 (C): -0.608, atom 4 (C): -0.608, atom 5 (C): -0.614, atom 6 (C): -0.040, atom 7 (P): 0.562, atom 8 (H): 0.191, atom 9 (H): 0.204, atom 10 (H): 0.194, atom 11 (H): 0.208, atom 12 (H): 0.207, atom 13 (H): 0.208, atom 14 (H): 0.198, atom 15 (H): 0.212, atom 16 (H): 0.205, atom 17 (H): 0.204, atom 18 (H): 0.208, atom 19 (H): 0.204, atom 20 (H): 0.209

***

model P is preferred energetically. Next in line: 0.0125 hartree higher.

***

Model P:
Entry from the Open Molecules 2025 dataset: C2H5IOS in the gas phase (wB97M-V/def2-TZVPD).

```
! RIJCOSX wB97M-V def2-TZVPD def2/J DEFGRID3
* xyz 0 1
C 0.75 0.63 -0.60
C 0.10 -0.44 0.28
O -0.39 1.39 -1.14
S -1.14 0.13 1.43
I -1.58 -1.87 2.68
H -0.89 0.73 -1.67
H 1.35 1.33 0.13
H 1.40 0.26 -1.38
H 0.88 -1.14 0.72
H -0.48 -1.03 -0.46
*
```

Results
HOMO energy (eV): -8.69
Structure (SMILES): OCCSI

List of natural (NBO) charges in e, atom by atom: atom 1 (C): -0.076, atom 2 (C): -0.594, atom 3 (O): -0.717, atom 4 (S): 0.070, atom 5 (I): 0.047, atom 6 (H): 0.460, atom 7 (H): 0.186, atom 8 (H): 0.191, atom 9 (H): 0.236, atom 10 (H): 0.196

***

Model Q:
Entry from the Open Molecules 2025 dataset: 2 unconnected molecules or ions with the total composition C2H5IOS (wB97M-V/def2-TZVPD).

```
! RIJCOSX wB97M-V def2-TZVPD def2/J DEFGRID3
* xyz 0 1
C -1.73 -0.95 0.56
C 1.88 0.48 -0.10
O 2.58 0.18 -1.21
S 1.01 1.95 -0.38
I -2.56 0.45 -0.83
H -2.49 -1.59 0.91
H -0.87 -1.53 0.05
H -1.19 -0.33 1.40
H 3.11 -0.63 -1.25
H 0.25 1.97 0.84
*
```

Results
HOMO energy (eV): -8.73

List of natural (NBO) charges in e, atom by atom: atom 1 (C): -0.757, atom 2 (C): -0.001, atom 3 (O): -0.702, atom 4 (S): 0.038, atom 5 (I): 0.072, atom 6 (H): 0.218, atom 7 (H): 0.235, atom 8 (H): 0.233, atom 9 (H): 0.510, atom 10 (H): 0.156

***

model P is preferred energetically. Next in line: 0.0790 hartree higher.

***

Model P:
Entry from the Open Molecules 2025 dataset: C2H5IOS in the gas phase (wB97M-V/def2-TZVPD).

```
! RIJCOSX wB97M-V def2-TZVPD def2/J DEFGRID3
* xyz 0 1
C 0.26 0.06 -0.77
C 0.01 -0.46 0.66
O -0.65 -0.30 -1.78
S -0.99 0.52 1.87
I 0.16 2.59 1.85
H -0.77 -1.26 -1.77
H 0.28 1.16 -0.79
H 1.26 -0.30 -1.05
H 0.98 -0.61 1.14
H -0.52 -1.41 0.64
*
```

Results
HOMO energy (eV): -8.73
Structure (SMILES): OCCSI

List of natural (NBO) charges in e, atom by atom: atom 1 (C): -0.079, atom 2 (C): -0.548, atom 3 (O): -0.703, atom 4 (S): 0.016, atom 5 (I): 0.045, atom 6 (H): 0.462, atom 7 (H): 0.198, atom 8 (H): 0.161, atom 9 (H): 0.222, atom 10 (H): 0.227

***

Model Q:
Entry from the Open Molecules 2025 dataset: C2H5IOS in the gas phase (wB97M-V/def2-TZVPD).

```
! RIJCOSX wB97M-V def2-TZVPD def2/J DEFGRID3
* xyz 0 1
C -0.14 0.30 -1.01
C 0.10 -0.36 0.30
O -1.09 -0.96 0.82
S 0.41 1.06 1.54
I 1.76 -1.86 0.25
H 0.78 0.91 -1.29
H -0.23 -0.44 -1.82
H -0.94 1.05 -0.84
H -0.97 -1.56 1.57
H 0.31 1.86 0.48
*
```

Results
HOMO energy (eV): -9.22
Structure (SMILES): C[C@](O)(S)I

List of natural (NBO) charges in e, atom by atom: atom 1 (C): -0.709, atom 2 (C): 0.114, atom 3 (O): -0.750, atom 4 (S): -0.036, atom 5 (I): 0.054, atom 6 (H): 0.233, atom 7 (H): 0.245, atom 8 (H): 0.242, atom 9 (H): 0.491, atom 10 (H): 0.117

***

model P is preferred energetically. Next in line: 0.0221 hartree higher.